An isolated molecule of CH2O2S at a distorted geometry. Source: the Open Molecules 2025 dataset; level of theory: ωB97M-V/def2-TZVPD.

The geometry in XYZ format:
```
6
Properties=species:S:1:pos:R:3:nbo_charge:R:1
C -0.876 -0.209 1.302 -0.054
O -0.835 1.078 0.392 -0.654
O 1.127 0.165 -1.134 -0.981
S 0.544 0.453 0.477 1.047
H -1.147 -0.929 0.661 0.145
H 1.188 -0.559 -1.698 0.498
```

2S+1 = 3
gap between HOMO and LUMO (alpha / beta) = 7.2 / 8.3 eV
⟨S²⟩ = 2.0111
LUMO (alpha / beta) = 0.78 / -2.22 eV
relative energy (zero: lowest compared OMol25 entry of this formula, charge and spin) = 128.94 kcal/mol
max |F| = 7.4 eV/A

=====

A cluster of 2 separate species, CH2O2S2 in total at a distorted geometry. Source: the Open Molecules 2025 dataset; level of theory: ωB97M-V/def2-TZVPD.

The geometry in XYZ format:
```
7
Properties=species:S:1:pos:R:3:nbo_charge:R:1
C -0.014 0.801 -0.083 -0.477
O 2.789 0.432 -0.970 -0.858
O 2.950 -1.683 0.167 -0.838
S 1.228 1.419 0.776 0.078
S 3.463 -0.385 0.016 1.680
H -0.196 -0.315 -0.178 0.213
H -0.674 1.551 -0.501 0.203
```

2S+1 = 1
gap between HOMO and LUMO = 8.1 eV
LUMO = -0.97 eV
relative energy (zero: lowest compared OMol25 entry of this formula, charge and spin) = 29.28 kcal/mol
max |F| = 2.3 eV/A

=====

An isolated molecule of CH2O2S2 at a distorted geometry. Source: the Open Molecules 2025 dataset; level of theory: ωB97M-V/def2-TZVPD.

The geometry in XYZ format:
```
7
Properties=species:S:1:pos:R:3:nbo_charge:R:1
C -0.125 0.472 -0.133 -0.011
O -1.723 -1.407 -0.516 -0.919
O 0.365 1.712 -0.130 -0.664
S 1.588 -0.995 -0.139 -0.161
S -1.694 -0.003 -0.198 1.111
H 0.980 1.774 0.582 0.499
H 0.608 -1.554 0.533 0.145
```

2S+1 = 1
gap between HOMO and LUMO (alpha / beta) = 8.4 / 8.4 eV
LUMO (alpha / beta) = -0.82 / -0.82 eV
relative energy (zero: lowest compared OMol25 entry of this formula, charge and spin) = 58.19 kcal/mol
max |F| = 3.9 eV/A

=====

A cluster of 2 separate species, CH2O2S2 in total. Source: the Open Molecules 2025 dataset; level of theory: ωB97M-V/def2-TZVPD.

The geometry in XYZ format:
```
7
Properties=species:S:1:pos:R:3:nbo_charge:R:1
C -1.675 -0.815 -4.209 0.487
O -0.369 -0.427 -0.940 -0.858
O -1.383 -1.812 -3.773 -0.486
S 0.864 1.034 1.292 -0.138
S 1.114 0.189 -0.533 0.389
H 1.084 -0.037 2.071 0.124
H -0.895 0.208 -1.445 0.482
```

2S+1 = 1
gap between HOMO and LUMO = 10.0 eV
LUMO = 0.61 eV
relative energy (zero: lowest compared OMol25 entry of this formula, charge and spin) = 0.57 kcal/mol
max |F| = 0.5 eV/A